Formula: C25H29N4O2S4W
Source: OMol25
Level of theory: ωB97M-V/def2-TZVPD

HOMO-LUMO gap (alpha / beta): 0.2620 / 0.2351 hartree
E: -2998.6065 Ha
⟨S²⟩: 2.02
Total charge: +3
2S+1: 3
E_HOMO (alpha / beta): -16.55 / -16.53 eV
ΔE to the lowest compared entry with this formula, charge and spin: 50.6 kJ/mol

Last column: Mulliken charge in e.
Element x y z (Å)
W1 -0.082 -0.023 0.166  0.03
C1 0.321 -2.866 -1.841  -0.90
C2 0.564 -1.771 -2.858  -0.83
S1 -0.309 -0.244 -2.388  0.23
C3 0.757 1.036 -3.111  -0.62
C4 0.412 2.347 -2.434  -1.07
S2 0.659 2.329 -0.634  0.44
C5 2.425 2.656 -0.404  -1.12
C6 3.293 1.426 -0.325  -0.82
S3 2.478 0.026 0.509  0.18
C7 3.226 -1.297 -0.466  -0.68
C8 2.553 -2.581 -0.057  -0.92
S4 0.746 -2.451 -0.121  0.08
H1 0.894 -3.762 -2.083  0.69
H2 -0.730 -3.147 -1.806  0.34
H3 0.173 -2.077 -3.829  0.62
H4 1.621 -1.533 -2.968  0.40
H5 0.546 1.074 -4.180  0.57
H6 1.798 0.749 -2.958  0.31
H7 -0.640 2.600 -2.579  0.41
H8 1.003 3.173 -2.832  0.58
H9 2.457 3.230 0.516  0.42
H10 2.730 3.290 -1.238  0.66
H11 4.193 1.632 0.255  0.60
H12 3.589 1.074 -1.313  0.52
H13 4.287 -1.313 -0.210  0.57
H14 3.121 -1.083 -1.529  0.30
H15 2.772 -2.842 0.979  0.47
H16 2.829 -3.428 -0.685  0.57
C9 -2.918 3.432 0.728  -1.29
C10 -1.836 2.561 0.857  0.13
N1 -1.831 1.343 0.315  0.37
C11 -2.979 0.899 -0.273  0.02
C12 -4.087 1.717 -0.479  0.68
C13 -4.021 3.036 0.012  -0.71
C14 -5.269 1.155 -1.075  -0.99
C15 -5.360 -0.176 -1.281  -1.02
C16 -4.281 -1.051 -0.904  0.90
C17 -4.424 -2.450 -0.817  -0.73
C18 -3.420 -3.181 -0.237  -1.26
C19 -2.237 -2.546 0.153  -0.51
N2 -2.015 -1.252 -0.047  0.67
C20 -3.072 -0.502 -0.486  -0.02
H17 -2.862 4.409 1.187  0.50
H18 -0.952 2.865 1.402  0.60
H19 -4.861 3.705 -0.130  0.52
H20 -6.103 1.807 -1.298  0.48
H21 -6.268 -0.613 -1.673  0.47
H22 -5.342 -2.922 -1.145  0.52
H23 -3.520 -4.242 -0.060  0.51
H24 -1.463 -3.121 0.641  0.86
C21 -1.313 -1.580 5.334  -0.88
N3 -0.583 -0.640 4.471  0.13
C22 0.161 0.371 4.991  0.13
C23 0.844 1.249 4.219  -1.37
C24 0.727 1.111 2.809  0.65
O1 1.265 1.873 1.971  -0.37
N4 -0.019 0.073 2.300  0.42
C25 -0.677 -0.839 3.106  0.18
O2 -1.296 -1.773 2.629  -0.52
H25 -1.062 -1.356 6.366  0.31
H26 -1.025 -2.600 5.094  0.32
H27 -2.385 -1.472 5.184  0.32
H28 0.186 0.428 6.071  0.39
H29 1.442 2.039 4.641  0.59

***

Formula: C6H5NO
Source: OMol25
Level of theory: ωB97M-V/def2-TZVPD

HOMO-LUMO gap: 0.3782 hartree
E: -361.3337 Ha
E_HOMO: -10.22 eV
ΔE to the lowest compared entry with this formula, charge and spin: 657.7 kJ/mol

Last column: Mulliken charge in e.
Element x y z (Å)
C1 -0.483 -1.807 1.457  0.30
C2 -0.302 0.296 0.028  0.26
C3 0.374 -0.165 -1.348  -0.93
C4 0.984 -0.381 -2.346  0.19
C5 -0.372 1.691 0.189  -0.86
C6 -0.296 2.887 0.212  0.32
H1 0.223 -2.840 1.904  0.24
H2 1.494 -1.035 0.897  0.34
H3 -1.276 -0.023 -0.192  0.25
H4 1.481 -0.407 -3.231  0.53
H5 -0.299 4.044 0.003  0.36
N1 0.176 -0.449 1.244  -0.53
O1 -1.704 -1.812 1.183  -0.47

***

Formula: C14H13BBiI2O6RhS
Source: OMol25
Level of theory: ωB97M-V/def2-TZVPD

HOMO-LUMO gap (alpha / beta): 0.2521 / 0.1712 hartree
E: -2334.6018 Ha
⟨S²⟩: 6.08
Total charge: +4
2S+1: 5
E_HOMO (alpha / beta): -21.78 / -21.74 eV
ΔE to the lowest compared entry with this formula, charge and spin: 0.0 kJ/mol

Last column: Mulliken charge in e.
Element x y z (Å)
I1 1.494 -3.638 -0.576  0.46
I2 1.330 3.408 -0.579  0.50
Rh1 -0.215 1.217 -0.086  0.09
Bi1 -0.297 -1.439 -0.518  1.34
S1 1.202 0.190 -2.116  -0.03
C1 -2.514 -2.318 -1.912  0.08
C2 -1.920 -2.485 1.588  0.03
C3 0.496 0.031 -3.804  1.29
C4 1.213 1.087 -4.633  -1.61
C5 -0.995 0.298 -3.843  -1.23
C6 0.874 -1.359 -4.293  -1.38
C7 -1.182 1.939 1.343  0.17
C8 -1.679 1.826 -1.149  0.23
O1 -2.360 -2.635 2.633  -0.06
O2 -3.366 -2.749 -2.535  -0.03
O3 -1.646 2.431 2.281  -0.13
O4 -2.467 2.507 -1.646  -0.09
H1 0.853 1.033 -5.663  0.45
H2 2.294 0.930 -4.627  0.48
H3 1.026 2.090 -4.242  0.42
H4 -1.339 0.049 -4.860  0.54
H5 -1.197 1.362 -3.655  0.25
H6 -1.556 -0.318 -3.124  0.05
H7 0.592 -1.440 -5.349  0.45
H8 0.381 -2.152 -3.726  0.25
H9 1.955 -1.510 -4.195  0.45
O5 0.378 -0.833 2.391  -0.22
B1 0.659 0.371 1.662  0.71
O6 1.392 1.220 2.516  -0.39
C9 1.331 0.679 3.764  0.56
C10 1.284 1.401 4.945  -0.80
C11 0.662 0.785 6.037  -0.40
C12 0.230 -0.547 5.982  -0.41
C13 0.331 -1.286 4.800  -0.80
C14 0.786 -0.616 3.684  0.76
H10 1.635 2.432 4.953  0.53
H11 0.513 1.371 6.950  0.49
H12 -0.208 -1.006 6.872  0.47
H13 0.029 -2.327 4.730  0.53

***

Formula: C31H22MgN6O2
Source: OMol25
Level of theory: ωB97M-V/def2-TZVPD

HOMO-LUMO gap: 0.1641 hartree
E: -1873.6301 Ha
Total charge: -2
E_HOMO: 0.21 eV
ΔE to the lowest compared entry with this formula, charge and spin: 155.5 kJ/mol

Last column: Mulliken charge in e.
Element x y z (Å)
Mg1 0.382 -0.738 -0.264  0.60
N1 0.279 2.266 2.856  0.23
C1 0.789 1.370 1.998  -0.65
N2 0.240 1.105 0.827  -0.51
C2 -0.992 1.659 0.522  -0.79
N3 -1.580 1.426 -0.613  -0.75
N4 -0.898 0.484 -1.377  0.72
C3 -1.334 0.352 -2.587  0.11
C4 -0.878 -0.505 -3.628  0.25
C5 -1.524 -0.435 -4.879  -0.56
C6 -1.091 -1.095 -6.003  -0.67
C7 0.059 -1.917 -5.828  -0.39
C8 0.713 -2.003 -4.654  -0.71
N5 0.299 -1.314 -3.464  0.26
C9 -1.852 2.315 1.583  3.25
C10 -2.669 3.413 0.951  -1.67
C11 -2.897 4.589 1.594  -0.11
C12 -2.276 4.940 2.822  -1.27
C13 -1.197 4.148 3.205  -0.35
C14 -0.923 2.958 2.575  -0.81
H1 0.652 2.302 3.789  0.33
H2 1.670 0.793 2.277  0.53
H3 -2.174 0.983 -2.882  0.22
H4 -2.397 0.204 -4.923  0.31
H5 -1.608 -1.058 -6.955  0.36
H6 0.403 -2.535 -6.650  0.34
H7 1.551 -2.653 -4.500  0.46
H8 -3.133 3.206 -0.008  0.28
H9 -3.565 5.319 1.136  0.36
H10 -2.497 5.894 3.287  0.31
H11 -0.498 4.484 3.976  0.35
O1 2.630 -3.324 1.679  -0.76
C15 1.915 -2.365 1.407  0.38
O2 2.079 -1.558 0.437  -0.81
C16 0.705 -1.995 2.273  1.01
C17 0.906 -1.888 3.649  -1.48
C18 -0.024 -1.105 4.365  -0.18
C19 -1.090 -0.528 3.727  1.09
C20 -2.025 0.369 4.404  -0.86
C21 -2.864 1.144 3.699  -0.84
C22 -2.841 1.114 2.193  -0.14
C23 -2.450 -0.277 1.714  -1.41
C24 -1.346 -0.837 2.311  0.25
N6 -0.375 -1.547 1.620  -0.73
H12 1.807 -2.282 4.095  0.38
H13 0.152 -0.896 5.423  0.33
H14 -1.971 0.411 5.487  0.31
H15 -3.531 1.834 4.200  0.31
H16 -3.811 1.407 1.807  0.80
H17 -2.642 -0.464 0.666  0.62
C25 0.955 -1.425 -2.317  -1.14
C26 2.303 -1.937 -2.463  0.85
C27 3.253 -1.151 -3.150  -0.07
C28 4.588 -1.522 -3.174  -0.69
C29 5.000 -2.682 -2.529  -0.31
C30 4.083 -3.453 -1.831  -0.72
C31 2.748 -3.070 -1.785  0.13
H18 2.937 -0.216 -3.601  0.36
H19 5.319 -0.873 -3.634  0.35
H20 6.062 -2.939 -2.481  0.31
H21 4.410 -4.301 -1.240  0.37
H22 2.064 -3.604 -1.135  0.26

***

Formula: C4H9BrClNS
Source: OMol25
Level of theory: ωB97M-V/def2-TZVPD

HOMO-LUMO gap (alpha / beta): 0.2574 / 0.2496 hartree
E: -3644.7705 Ha
E_HOMO (alpha / beta): -7.53 / -7.38 eV
ΔE to the lowest compared entry with this formula, charge and spin: 186.7 kJ/mol

Last column: Mulliken charge in e.
Element x y z (Å)
C1 1.748 1.071 1.041  -1.10
C2 -0.017 -2.483 -0.762  -0.83
C3 0.291 1.380 0.393  -0.58
C4 -0.009 0.132 -0.342  -0.19
N1 -2.378 0.815 -0.742  -0.29
S1 -0.426 -1.263 0.529  0.12
Cl1 -2.563 2.407 -0.161  -0.13
Br1 -3.351 -0.415 0.239  -0.04
H1 1.800 0.051 1.277  0.35
H2 2.154 1.669 1.877  0.32
H3 2.459 1.198 0.223  0.34
H4 -0.197 -2.003 -1.746  0.25
H5 -0.458 -3.498 -0.634  0.34
H6 0.960 -2.670 -0.622  0.36
H7 0.247 2.164 -0.345  0.35
H8 -0.505 1.355 1.161  0.36
H9 0.244 0.090 -1.387  0.37

***

Formula: C2HI2N3
Source: OMol25
Level of theory: ωB97M-V/def2-TZVPD

HOMO-LUMO gap: 0.2995 hartree
E: -836.3310 Ha
E_HOMO: -8.99 eV
ΔE to the lowest compared entry with this formula, charge and spin: 207.5 kJ/mol

Last column: Mulliken charge in e.
Element x y z (Å)
C1 -1.269 0.491 -0.332  0.71
C2 1.269 -0.991 -0.401  -0.12
N1 -2.257 -0.165 -0.680  -0.53
N2 -0.144 0.971 -0.380  -0.51
N3 2.117 -0.776 0.377  -0.20
I1 -3.256 -1.518 0.354  0.20
I2 0.491 2.835 0.206  0.16
H1 3.048 -0.848 0.857  0.28

***

Formula: C3H5ClOS
Source: OMol25
Level of theory: ωB97M-V/def2-TZVPD

HOMO-LUMO gap: 0.3755 hartree
E: -1050.8789 Ha
E_HOMO: -9.42 eV
ΔE to the lowest compared entry with this formula, charge and spin: 122.5 kJ/mol

Last column: Mulliken charge in e.
Element x y z (Å)
C1 0.513 -0.346 -0.514  -0.29
C2 -0.191 0.679 0.327  0.02
C3 -0.577 -0.767 0.420  -0.33
H1 2.851 0.334 -0.280  0.13
H2 0.285 -0.299 -1.565  0.39
H3 0.394 1.202 1.100  0.33
H4 -1.939 1.217 -0.046  0.32
H5 -0.302 -1.284 1.323  0.39
O1 -1.050 1.499 -0.384  -0.50
S1 2.155 -0.910 -0.159  -0.26
Cl1 -2.139 -1.324 -0.220  -0.20

***

Formula: CHF3O
Source: OMol25
Level of theory: ωB97M-V/def2-TZVPD

HOMO-LUMO gap (alpha / beta): 0.2496 / 0.3133 hartree
E: -413.2919 Ha
⟨S²⟩: 2.00
2S+1: 3
E_HOMO (alpha / beta): -6.53 / -13.21 eV
ΔE to the lowest compared entry with this formula, charge and spin: 0.0 kJ/mol

Last column: Mulliken charge in e.
Element x y z (Å)
C1 1.070 -0.377 0.935  0.57
O1 0.508 0.478 0.145  -0.49
F1 -0.179 -0.547 2.422  0.00
F2 2.113 0.155 1.542  -0.23
F3 1.244 -1.636 0.555  -0.25
H1 -0.448 0.410 -0.345  0.39

***

The highest ΔE to the lowest compared entry with this formula, charge and spin belongs to which entry?
C6H5NO